1.
{
  "formula": "C8H13BrN",
  "method": "the ωB97M-V functional and the def2-TZVPD basis",
  "total_charge": 1,
  "homo_lumo_gap_ev": 7.83,
  "e_tot_ha": -2941.0175,
  "smiles": "CC=[N+]=C[C@H](Br)C/C=C/C",
  "relative_energy_kcal_mol": 45.8,
  "species": ["C", "C", "N", "C", "C", "Br", "C", "C", "C", "C", "H", "H", "H", "H", "H", "H", "H", "H", "H", "H", "H", "H", "H"],
  "positions_angstrom": [[-0.150, -3.208, 2.518], [-0.214, -1.765, 2.324], [0.228, -1.283, 1.233], [0.438, -1.001, 0.069], [-0.788, -1.285, -1.177], [-0.885, -3.212, -1.472], [-0.280, -0.429, -2.322], [0.052, 0.936, -1.757], [0.214, 2.139, -2.377], [0.585, 3.340, -1.704], [-0.102, -3.823, 1.626], [-0.869, -3.513, 3.117], [0.838, -3.399, 3.145], [-0.624, -1.257, 3.131], [1.408, -0.928, -0.248], [-1.760, -0.801, -0.891], [0.727, -0.813, -2.683], [-0.990, -0.409, -3.112], [0.223, 0.981, -0.708], [0.054, 2.062, -3.413], [1.683, 3.321, -1.693], [0.191, 3.339, -0.644], [0.328, 4.258, -2.279]],
  "forces_ev_per_a": [[5.3, 0.0, -1.1], [1.0, -1.2, -2.7], [-1.5, 0.0, 3.3], [-4.1, -2.0, -3.0], [1.4, 1.6, 1.7], [0.0, 1.0, 0.2], [2.7, -0.2, 0.4], [-0.3, 2.0, -1.2], [-1.4, -4.5, 0.5], [0.7, 1.9, 1.1], [0.1, 0.2, -0.2], [-3.6, -1.5, 2.9], [-1.7, 0.3, -1.2], [-0.4, 1.9, 1.0], [2.5, 0.8, -1.0], [0.8, -1.1, 0.4], [-1.3, -0.1, 0.0], [-0.5, 0.0, -0.8], [0.0, 0.0, 1.1], [-0.1, 0.6, -1.5], [0.0, 0.4, 0.4], [0.5, 0.4, -1.2], [-0.1, -0.6, 0.7]]
}

---

2.
{
  "formula": "C8H13BrN3O3",
  "method": "the ωB97M-V functional and the def2-TZVPD basis",
  "total_charge": 1,
  "homo_lumo_gap_ev": 9.23,
  "e_tot_ha": -3276.1414,
  "smiles": "CC1=CC(=O)[N+]([O-])=N[N@H+](CCBr)[C@H]1CO",
  "relative_energy_kcal_mol": 50.1,
  "species": ["C", "C", "C", "C", "O", "N", "O", "N", "N", "C", "C", "Br", "C", "C", "O", "H", "H", "H", "H", "H", "H", "H", "H", "H", "H", "H", "H", "H"],
  "positions_angstrom": [[-1.096, -2.709, -0.738], [-0.949, -1.297, -0.247], [-1.863, -0.874, 0.618], [-1.973, 0.324, 1.317], [-2.836, 1.088, 1.603], [-0.582, 0.617, 2.037], [-0.666, 0.786, 3.236], [0.496, 0.871, 1.406], [0.576, 0.756, 0.018], [-0.203, 1.861, -0.673], [0.463, 3.224, -0.338], [2.250, 2.997, -1.265], [0.429, -0.694, -0.559], [1.643, -1.449, 0.023], [2.778, -0.685, -0.271], [-1.203, -2.766, -1.926], [-2.069, -3.062, -0.486], [-0.392, -3.471, -0.513], [-2.669, -1.679, 0.633], [1.593, 1.072, 0.012], [-0.079, 1.617, -1.839], [-1.275, 2.040, -0.500], [0.539, 3.340, 0.663], [-0.067, 3.911, -0.812], [0.446, -0.775, -1.719], [1.426, -2.410, -0.408], [1.598, -1.535, 1.037], [3.684, -1.097, -0.308]],
  "forces_ev_per_a": [[-1.3, 0.5, -4.1], [2.8, -0.9, 1.2], [-2.1, -3.5, -2.0], [-0.3, 2.2, 1.9], [0.7, -1.0, -0.6], [-0.6, 1.1, -0.4], [0.2, -0.4, -0.6], [0.9, -0.3, 2.8], [-1.4, 0.2, -1.2], [0.8, 0.7, -3.1], [2.4, -5.3, -2.5], [-0.6, 0.8, 0.9], [-0.6, 0.8, -0.7], [-0.8, 0.3, -2.2], [1.3, 0.0, -1.0], [0.6, 0.4, 2.2], [-0.6, -0.4, 0.6], [0.9, -0.2, 0.6], [0.4, 1.9, 0.7], [-0.8, -0.8, -1.4], [-0.3, 0.7, 2.6], [0.2, -1.2, 0.6], [0.7, 0.7, 3.1], [-2.0, 3.4, -2.0], [0.6, 1.1, 1.8], [1.3, -0.8, -0.4], [-0.6, -0.4, 3.0], [-1.8, 0.1, 0.2]]
}

---

3.
{
  "formula": "C8H13ClN5",
  "method": "the ωB97M-V functional and the def2-TZVPD basis",
  "total_charge": 1,
  "homo_lumo_gap_ev": [7.32, 7.32],
  "e_tot_ha": -1046.1513,
  "relative_energy_kcal_mol": 134.8,
  "species": ["C", "C", "C", "C", "C", "C", "C", "C", "N", "N", "N", "N", "N", "Cl", "H", "H", "H", "H", "H", "H", "H", "H", "H", "H", "H", "H", "H"],
  "positions_angstrom": [[1.538, 2.901, -2.293], [2.043, 2.318, -1.177], [0.203, 2.765, -2.579], [1.269, 1.670, -0.253], [-0.633, 2.207, -1.647], [-0.144, 1.573, -0.521], [-0.375, -2.466, 0.846], [-1.139, 0.882, 0.349], [0.792, -2.579, 0.181], [-0.456, -2.479, 2.115], [-1.722, -0.211, -0.419], [-2.322, -1.210, 0.042], [0.633, -3.041, 2.868], [-3.144, -1.083, 1.480], [2.322, 3.344, -2.928], [2.975, 2.604, -0.966], [-0.282, 2.981, -3.562], [1.633, 1.395, 0.686], [-1.682, 2.070, -1.921], [-0.870, 0.463, 1.476], [-1.906, 1.646, 0.685], [0.674, -2.929, -0.745], [-1.291, -2.581, 2.685], [-1.261, -0.435, -1.279], [1.075, -3.762, 2.415], [1.689, -2.654, 0.612], [0.382, -3.387, 3.848]],
  "forces_ev_per_a": [[0.7, 0.0, -1.8], [-2.4, 0.0, 0.8], [-0.8, 0.5, -1.9], [-3.1, 0.1, -1.0], [-0.8, -1.4, -0.3], [2.3, 0.5, 0.8], [-1.2, 0.9, -1.9], [-0.7, 0.7, 3.5], [-1.5, -0.1, 0.7], [1.5, -2.0, 2.8], [-0.2, 0.6, 1.7], [0.2, -1.6, -1.1], [-0.6, 2.0, 3.7], [0.0, 0.6, 0.4], [-1.0, 0.1, -0.1], [3.8, 0.3, 1.0], [0.8, 0.4, 0.9], [0.7, -0.8, 1.2], [0.1, 0.3, 0.2], [0.2, 0.6, -3.0], [0.3, -1.0, -0.8], [0.4, 0.2, -0.5], [-0.4, 0.5, -1.0], [0.2, 0.0, -0.8], [0.9, -2.1, -1.6], [0.6, -0.2, 0.3], [0.0, 1.0, -2.1]]
}

---

4.
{
  "formula": "C8H13ClNO2S",
  "method": "the ωB97M-V functional and the def2-TZVPD basis",
  "total_charge": 1,
  "homo_lumo_gap_ev": 8.64,
  "e_tot_ha": -1375.8328,
  "relative_energy_kcal_mol": 29.9,
  "species": ["C", "C", "C", "C", "C", "C", "C", "C", "N", "O", "O", "S", "Cl", "H", "H", "H", "H", "H", "H", "H", "H", "H", "H", "H", "H", "H"],
  "positions_angstrom": [[1.777, -2.279, -0.543], [-1.437, 1.086, -1.711], [-2.042, 1.512, -0.333], [-0.061, 0.447, -1.265], [-1.598, 0.290, 0.602], [-0.292, -0.336, -0.045], [-1.469, 0.761, 2.107], [3.187, -0.571, 0.490], [1.999, -1.177, 0.115], [0.690, -2.761, -0.915], [0.741, -0.421, 0.862], [-0.855, -2.151, -0.433], [-2.850, -1.001, 0.452], [2.656, -2.721, -1.033], [-1.968, 0.382, -2.353], [-1.251, 2.008, -2.246], [-1.543, 2.260, 0.265], [-3.060, 1.567, -0.382], [0.465, -0.052, -2.144], [0.543, 1.402, -1.047], [-1.823, 0.046, 2.820], [-1.959, 1.674, 2.247], [-0.452, 1.124, 2.448], [3.212, -0.245, 1.674], [4.093, -1.263, 0.405], [3.297, 0.419, -0.035]],
  "forces_ev_per_a": [[1.8, 1.1, -0.7], [1.4, 0.4, 1.3], [3.4, -3.8, 0.2], [1.0, 2.7, -2.8], [-0.1, 1.0, 1.1], [-1.9, -1.7, -0.1], [1.9, -0.4, -0.7], [3.0, 2.3, 3.2], [-4.2, 0.5, 1.8], [-0.5, -0.6, -0.3], [3.3, -1.7, -1.3], [-0.5, 0.9, 0.4], [-0.6, 0.3, 0.4], [0.0, 0.0, 0.6], [-0.6, 0.2, 0.5], [0.1, -0.1, -0.6], [0.0, 1.2, -1.0], [-2.7, 0.6, 0.3], [-0.6, 0.3, 1.3], [-0.4, -1.6, 0.2], [-0.1, -0.5, 0.2], [-1.6, 1.2, 0.0], [-0.5, -1.1, -0.9], [-0.5, -1.1, -2.9], [-1.4, 0.9, -0.3], [0.2, -1.2, 0.2]]
}

---

5.
{
  "formula": "C8H13CoNP",
  "method": "the ωB97M-V functional and the def2-TZVPD basis",
  "total_charge": -1,
  "homo_lumo_gap_ev": [3.09, 7.19],
  "multiplicity": 4,
  "e_tot_ha": -2091.2978,
  "relative_energy_kcal_mol": 0.0,
  "species": ["C", "C", "C", "C", "C", "Co", "P", "H", "H", "H", "H", "H", "H", "H", "H", "C", "C", "C", "N", "H", "H", "H", "H", "H"],
  "positions_angstrom": [[-1.788, 0.402, -1.980], [-1.672, 0.626, -3.341], [-0.450, 0.865, -3.976], [0.760, 0.923, -3.266], [0.836, 0.705, -1.899], [-0.459, 0.107, -0.818], [-2.027, -0.671, 0.582], [-2.838, 0.300, -1.624], [-2.579, 0.629, -3.954], [-0.445, 1.038, -5.054], [1.847, 0.812, -1.448], [1.671, 1.158, -3.827], [-1.804, -1.979, 1.114], [-3.386, -0.832, 0.189], [-2.234, 0.077, 1.784], [1.410, -0.256, 4.047], [2.092, -0.742, 2.749], [1.342, -0.438, 1.553], [0.691, -0.217, 0.611], [1.339, 0.837, 4.060], [1.977, -0.566, 4.929], [0.400, -0.671, 4.137], [3.082, -0.275, 2.645], [2.238, -1.832, 2.786]],
  "forces_ev_per_a": [[-1.4, 0.4, -2.0], [-0.7, -0.1, 0.3], [0.0, 0.0, -0.3], [0.6, 0.0, 0.7], [1.6, 0.7, -1.9], [-1.1, -0.6, 2.3], [-0.4, -0.5, 0.5], [0.4, 0.2, -0.6], [0.2, 0.1, 0.0], [0.0, 0.0, 0.2], [-0.4, 0.0, -0.4], [-0.2, 0.0, 0.1], [-0.2, 0.5, 0.2], [0.3, 0.1, 0.2], [0.0, -0.5, -0.2], [-0.2, 0.1, -0.3], [0.3, 0.2, 0.4], [-1.5, 0.8, -1.0], [2.5, -0.9, 2.0], [0.0, -0.1, -0.1], [0.2, -0.1, -0.1], [0.1, 0.0, -0.1], [0.0, -0.1, 0.0], [0.0, -0.2, 0.0]]
}

---

6.
{
  "formula": "C8H13N",
  "method": "the ωB97M-V functional and the def2-TZVPD basis",
  "homo_lumo_gap_ev": 9.03,
  "e_tot_ha": -367.2258,
  "relative_energy_kcal_mol": 95.0,
  "species": ["C", "C", "C", "C", "C", "C", "C", "C", "H", "H", "H", "H", "H", "H", "H", "H", "H", "H", "H", "H", "H", "N"],
  "positions_angstrom": [[-1.956, -0.688, -0.631], [-0.964, 0.841, 0.601], [0.336, 1.580, 0.053], [1.485, 0.552, 0.335], [2.624, -0.002, -0.434], [1.264, -0.647, -0.413], [0.377, -1.582, 0.411], [-1.003, -0.773, 0.567], [-1.556, -1.005, -1.600], [-2.966, -1.132, -0.499], [-2.678, 1.341, -0.595], [-1.350, 1.354, 1.445], [0.478, 2.422, 0.746], [0.239, 1.907, -1.013], [1.682, 0.382, 1.387], [2.945, 0.512, -1.337], [3.498, -0.510, 0.146], [0.796, -0.300, -1.428], [0.140, -2.471, -0.218], [0.703, -1.745, 1.384], [-1.612, -1.317, 1.445], [-1.900, 0.695, -0.400]],
  "forces_ev_per_a": [[-0.3, -0.6, 0.2], [1.7, -1.2, -1.0], [1.2, -0.5, 1.9], [-0.6, 2.9, 0.6], [2.4, -1.2, 0.8], [-1.7, -0.4, -2.3], [-1.8, 0.7, -3.5], [0.8, -2.6, 2.5], [0.1, -0.2, 0.0], [0.6, -0.1, 0.0], [0.9, -0.5, 0.2], [0.0, 0.2, 1.3], [0.0, 0.3, -0.6], [0.0, -0.4, 1.0], [-0.5, 0.1, 0.2], [-0.1, -0.5, -0.1], [-1.7, 1.3, -0.9], [0.3, -1.2, 1.8], [0.2, 0.1, 1.1], [1.1, -0.8, 1.5], [1.5, 1.6, -1.5], [-4.0, 3.0, -3.3]]
}